Density functional theory data (ωB97M-V/def2-TZVPD) for a single C5H7NO molecule in a non-equilibrium geometry.

CARTESIAN COORDINATES (ANGSTROEM)
C -0.34405 -0.29071 0.06665
H -0.69250 -2.47720 -0.00298
H -2.38884 0.23088 -0.02232
H 1.15574 1.56149 1.23313
H 2.30421 -0.73604 -1.94542
C 0.77791 0.45637 -0.44720
C 1.51802 -0.53009 -1.19491
H -1.51450 1.16897 1.20462
H -1.91480 -0.54554 1.49052
C -1.59766 0.18383 0.73715
H 0.80744 2.61101 0.00095
C -0.16573 -1.58091 -0.27857
N 1.14544 1.68178 0.22472
O 0.90931 -1.73386 -1.06636

Atoms 1-3, force components in eV/Å:
C -0.13 -0.29 -0.02
H -0.14 -0.04 -0.17
H 0.08 0.14 0.24

Results
SMILES: Cc1cocc1N
ΔE to the lowest compared entry with this formula, charge and spin (kcal per mole): 43.3
Maximum force (eV Å⁻¹): 1.699
Kohn-Sham gap (eV): 9.302